(1)
ORCA calculation (ωB97M-V with the def2-TZVPD basis set) on 12 unconnected molecules or ions with the total composition C30H66N6O30S6 at a distorted geometry.

The value obtained for the relative energy (zero: lowest compared OMol25 entry of this formula, charge and spin) is 422.10 kJ/mol. The LUMO energy is 0.09 eV. Its SMILES is O=S1(=O)OCCO1.O=S1(=O)OCCO1.O=S1(=O)OCCO1.O=S1(=O)OCCO1.O=S1(=O)OCCO1.O=S1(=O)OCCO1.CNC(C)=O.CNC(C)=O.CNC(C)=O.CNC(C)=O.CNC(C)=O.CNC(C)=O.

Each line ends with the Löwdin charge.
Atoms and positions in Å:
C  1.66651  1.08129  -0.45439  -0.24
C  1.12651  1.09737  -1.87995  -0.15
O  -0.26465  1.51690  -1.80447  -0.21
S  -0.61788  2.18783  -0.31114  0.70
O  -1.34023  1.25066  0.49088  -0.23
O  -1.09372  3.52128  -0.45344  -0.21
O  0.96826  2.06148  0.10732  -0.21
H  2.68528  1.46349  -0.39029  0.15
H  1.39877  0.18601  0.10676  0.14
H  1.13057  0.13732  -2.39605  0.13
H  1.72337  1.81542  -2.44233  0.13
C  -1.66539  -2.43917  7.73246  -0.18
C  -1.40783  -1.47093  8.99330  -0.15
O  -0.23762  -0.81159  8.60150  -0.21
S  0.78047  -1.74582  7.76457  0.73
O  1.56608  -2.62051  8.61977  -0.24
O  1.38174  -0.90196  6.70695  -0.25
O  -0.42592  -2.69443  7.13545  -0.20
H  -2.35148  -2.02199  6.99535  0.12
H  -2.16416  -3.34562  8.07551  0.12
H  -1.18408  -2.03615  9.89805  0.12
H  -2.29922  -0.86954  9.17180  0.13
C  0.19654  6.09900  7.85521  -0.15
C  -0.00087  5.62436  6.31440  -0.13
O  -1.30405  5.05688  6.31402  -0.22
S  -2.33148  5.74789  7.34321  0.73
O  -3.32993  4.78752  7.83477  -0.24
O  -2.81601  6.98933  6.74656  -0.25
O  -1.09378  6.02104  8.42495  -0.21
H  0.71118  7.05530  7.94862  0.12
H  0.86671  5.38385  8.33222  0.12
H  0.73205  4.88225  5.99786  0.13
H  0.03315  6.45455  5.60890  0.12
C  9.66298  4.44422  4.92019  -0.21
C  8.16655  4.70420  5.01452  -0.21
O  8.04815  5.76166  4.12673  -0.21
S  8.84769  5.38325  2.71271  0.80
O  9.22335  6.60218  1.96489  -0.24
O  8.01179  4.36869  2.03643  -0.26
O  10.10481  4.72398  3.61941  -0.19
H  9.93122  3.45317  5.28620  0.13
H  10.17677  5.11466  5.60911  0.13
H  7.84028  5.01575  6.00679  0.14
H  7.56668  3.87843  4.63196  0.13
C  -9.24413  -1.46267  -2.03195  -0.16
C  -10.26236  -2.36528  -1.35689  -0.14
O  -11.50701  -1.59226  -1.42515  -0.22
S  -11.47506  -0.55391  -2.69882  0.69
O  -12.22402  0.64805  -2.43218  -0.22
O  -11.61788  -1.34650  -3.91883  -0.25
O  -9.89136  -0.23092  -2.46210  -0.21
H  -8.83459  -1.96138  -2.91039  0.13
H  -8.40380  -1.17126  -1.40184  0.13
H  -10.01178  -2.57337  -0.31669  0.13
H  -10.48834  -3.30495  -1.86095  0.13
C  8.66241  3.32225  -11.11191  -0.16
C  10.00979  2.79793  -10.49452  -0.20
O  9.86764  2.54992  -9.15129  -0.20
S  8.30140  2.28738  -8.73361  0.78
O  7.90084  2.96543  -7.47201  -0.26
O  8.07622  0.82607  -8.78492  -0.27
O  7.70855  3.06086  -10.10949  -0.21
H  8.38242  2.90033  -12.07714  0.13
H  8.65713  4.41078  -11.16827  0.12
H  10.84439  3.48394  -10.63918  0.13
H  10.29710  1.82174  -10.88518  0.13
C  -8.42688  0.11728  6.67608  -0.02
C  -8.40019  -1.13792  7.46420  -0.55
O  -7.99883  -2.15231  6.88455  0.02
N  -8.81582  -1.14893  8.76710  0.00
C  -9.11236  -2.32086  9.57924  -0.08
H  -7.43914  0.35093  6.27876  0.09
H  -8.84796  0.95470  7.23243  0.07
H  -9.11589  0.01164  5.83810  0.09
H  -9.00164  -0.27382  9.23590  0.13
H  -8.56304  -2.15716  10.50635  0.08
H  -8.84403  -3.30631  9.19846  0.08
H  -10.19016  -2.46573  9.65314  0.08
C  0.65819  -1.29670  -9.25943  -0.01
C  -0.26725  -1.90979  -8.24159  -0.58
O  -0.18101  -3.10784  -8.04391  0.04
N  -1.19630  -1.10298  -7.71881  0.00
C  -2.36284  -1.49827  -6.90269  -0.06
H  0.15504  -0.95794  -10.16505  0.08
H  1.53076  -1.89437  -9.52310  0.08
H  1.01423  -0.38933  -8.77157  0.07
H  -1.00453  -0.11137  -7.71275  0.13
H  -2.11975  -2.42824  -6.38872  0.08
H  -3.26551  -1.72594  -7.46965  0.08
H  -2.60167  -0.71798  -6.18005  0.08
C  3.80581  -6.14212  1.99073  -0.02
C  3.25985  -6.44456  0.61890  -0.55
O  2.39048  -7.34650  0.61809  0.00
N  3.88211  -5.87677  -0.44551  0.02
C  3.48859  -6.24824  -1.84252  -0.06
H  3.08249  -6.69558  2.58955  0.08
H  3.81112  -5.06900  2.18173  0.08
H  4.80449  -6.57234  2.06602  0.09
H  4.76715  -5.42807  -0.25716  0.13
H  2.96252  -7.20136  -1.89656  0.08
H  4.43319  -6.51201  -2.31817  0.08
H  2.90936  -5.55350  -2.45075  0.08
C  10.34534  -1.26674  -0.13899  -0.01
C  10.76317  -1.94569  1.06043  -0.64
O  10.09527  -2.88302  1.46194  0.04
N  11.90998  -1.56768  1.55121  0.01
C  12.70072  -2.29127  2.55821  -0.04
H  9.29518  -0.97737  -0.17805  0.10
H  10.57621  -1.87025  -1.01682  0.10
H  10.96513  -0.38203  -0.28474  0.08
H  12.35539  -0.85051  0.99680  0.13
H  13.76751  -2.34332  2.34059  0.08
H  12.37596  -3.33140  2.58568  0.08
H  12.42305  -1.88436  3.53053  0.08
C  -6.91061  5.35552  -5.61063  0.00
C  -7.81165  6.58369  -5.83737  -0.56
O  -7.56512  7.62873  -5.21054  0.01
N  -8.76794  6.48647  -6.72179  0.00
C  -9.65323  7.61127  -7.03145  -0.05
H  -5.87016  5.55160  -5.86973  0.08
H  -7.30312  4.59005  -6.28002  0.06
H  -6.86784  4.91546  -4.61433  0.08
H  -8.85035  5.61290  -7.22197  0.13
H  -10.08829  8.06057  -6.13873  0.09
H  -10.41130  7.25956  -7.73126  0.08
H  -9.07285  8.39782  -7.51371  0.08
C  -3.18102  -7.51308  -2.66404  0.00
C  -3.88473  -6.83179  -1.49172  -0.57
O  -5.13528  -6.86792  -1.40129  -0.01
N  -3.14292  -6.24215  -0.58289  0.01
C  -3.57938  -5.43998  0.57741  -0.05
H  -2.30254  -7.98558  -2.22461  0.07
H  -2.92716  -6.73580  -3.38480  0.08
H  -3.86565  -8.25081  -3.08253  0.08
H  -2.14535  -6.39082  -0.63619  0.14
H  -2.79984  -4.71930  0.82450  0.08
H  -3.41366  -6.10170  1.42756  0.08
H  -4.59020  -5.04743  0.68804  0.09



(2)
ORCA calculation (ωB97M-V with the def2-TZVPD basis set) on a molecular structure, C30H67AsF6NO16PS6 at a distorted geometry.

The value obtained for the relative energy (zero: lowest compared OMol25 entry of this formula, charge and spin) is 0.00 kJ/mol. The LUMO energy is -0.19 eV.

Each line ends with the Löwdin charge.
Atoms and positions in Å:
N  -1.73402  -2.33207  1.98979  0.28
H  -1.16071  -2.40203  2.85716  0.07
H  -2.58651  -1.84425  2.24375  0.14
H  -1.86575  -3.24680  1.57136  0.13
H  -1.14342  -1.75578  1.35383  0.06
As  -0.97580  -0.54777  -1.20443  0.80
F  -2.38101  -1.39763  -0.50608  -0.28
F  -0.64955  -2.06097  -2.01824  -0.25
F  0.47036  0.17311  -1.83307  -0.23
F  -1.34854  0.93662  -0.31807  -0.26
F  -0.10725  -1.04372  0.27766  -0.28
F  -1.92504  0.05212  -2.50235  -0.23
C  0.16776  3.74444  0.60067  -0.21
C  1.59086  4.24398  0.93596  -0.21
C  1.65751  4.81155  2.36627  -0.22
S  0.07177  5.59330  2.55972  0.67
O  0.09424  6.89742  1.93675  -0.31
O  -0.44687  5.45325  3.90708  -0.34
C  -0.86849  4.44926  1.50102  -0.18
H  0.38248  2.67054  0.57469  0.08
H  -0.18350  3.85825  -0.42736  0.08
H  1.82562  5.09235  0.28232  0.09
H  2.43001  3.58551  0.71745  0.11
H  2.37867  5.60871  2.54509  0.11
H  1.75955  4.12108  3.20457  0.09
H  -1.58016  4.96046  0.86515  0.09
H  -1.26433  3.73547  2.22154  0.10
C  1.74011  -2.05972  -5.54677  -0.19
C  2.91456  -2.97777  -6.00080  -0.21
C  4.20609  -2.14259  -5.92242  -0.21
S  3.98489  -1.08846  -4.45554  0.70
O  4.01555  0.24727  -5.01571  -0.34
O  4.83559  -1.41758  -3.30719  -0.34
C  2.26312  -1.55962  -4.17929  -0.23
H  0.78737  -2.53213  -5.32491  0.11
H  1.65930  -1.21259  -6.22795  0.12
H  2.73828  -3.41113  -6.98324  0.11
H  3.01515  -3.79619  -5.28614  0.11
H  4.32931  -1.37473  -6.68096  0.10
H  5.07606  -2.79095  -5.85831  0.10
H  1.71579  -0.76349  -3.68428  0.08
H  2.33091  -2.49456  -3.61928  0.10
C  0.35222  2.92529  -3.25694  -0.24
C  1.35717  2.58853  -4.33410  -0.25
C  2.59942  3.40500  -4.20275  -0.19
S  2.01674  5.02640  -3.43974  0.75
O  2.33053  6.17825  -4.26733  -0.33
O  2.23758  4.99026  -1.99965  -0.35
C  0.22006  4.41183  -3.48916  -0.22
H  0.74938  2.78573  -2.24796  0.10
H  -0.62293  2.44187  -3.24736  0.10
H  0.91474  2.59593  -5.33464  0.13
H  1.55327  1.50736  -4.29091  0.10
H  3.00522  3.67193  -5.17819  0.10
H  3.42107  2.98031  -3.62993  0.10
H  -0.24877  4.59983  -4.45792  0.10
H  -0.28626  5.05178  -2.76637  0.08
C  -3.71352  -3.87879  -2.70379  -0.20
C  -2.87036  -4.99034  -2.04033  -0.22
C  -3.54142  -5.44960  -0.76204  -0.22
S  -5.32912  -5.36484  -1.13532  0.68
O  -6.04378  -4.80978  -0.00552  -0.34
O  -5.69865  -6.65496  -1.67450  -0.33
C  -5.21487  -4.15074  -2.49986  -0.19
H  -3.48607  -3.88198  -3.77142  0.11
H  -3.43070  -2.86745  -2.41647  0.09
H  -1.84913  -4.64820  -1.84332  0.10
H  -2.62691  -5.75817  -2.77748  0.12
H  -3.57869  -4.66262  -0.00204  0.08
H  -3.26000  -6.40379  -0.33212  0.11
H  -5.81755  -3.26226  -2.33075  0.10
H  -5.70412  -4.69293  -3.30922  0.10
C  4.67779  -3.01974  -0.18963  -0.22
C  4.42912  -1.52508  -0.01480  -0.25
C  4.13286  -1.33636  1.44412  -0.21
S  3.11002  -2.74855  1.97895  0.69
O  1.72193  -2.42638  2.15386  -0.34
O  3.86483  -3.47778  2.96654  -0.33
C  3.39654  -3.63877  0.38690  -0.20
H  5.58681  -3.33232  0.33198  0.12
H  4.88554  -3.33215  -1.21292  0.11
H  3.74191  -1.16521  -0.78627  0.11
H  5.32072  -0.99724  -0.37217  0.12
H  3.94576  -0.36509  1.90346  0.10
H  5.10578  -1.52148  1.91618  0.11
H  2.53733  -3.20895  -0.14011  0.09
H  3.34783  -4.72023  0.45696  0.11
C  -3.42073  4.38026  -3.09753  -0.26
C  -2.87064  4.02854  -1.71079  -0.23
C  -4.08074  3.68176  -0.85830  -0.18
S  -5.38115  3.16130  -2.08924  0.67
O  -6.38984  4.18844  -2.15028  -0.33
O  -5.77780  1.82233  -1.83895  -0.32
C  -4.30531  3.26903  -3.57146  -0.19
H  -2.69097  4.83857  -3.76967  0.11
H  -4.03948  5.27272  -2.92299  0.12
H  -2.15086  4.69208  -1.23469  0.09
H  -2.33149  3.09557  -1.91005  0.09
H  -4.53027  4.34667  -0.12852  0.11
H  -3.85670  2.71630  -0.39915  0.09
H  -4.87589  3.63163  -4.42200  0.11
H  -3.93379  2.24673  -3.63140  0.10
C  -2.62356  -0.36969  7.05411  -0.07
C  -1.30175  -1.02865  7.38698  -0.27
O  -0.27135  -0.51504  6.54141  -0.18
P  0.34201  -1.43265  5.36674  0.46
O  -0.64945  -1.78492  4.33093  -0.24
O  1.56182  -0.56404  4.83642  -0.16
C  1.41633  0.73857  4.27758  -0.25
C  0.49815  0.73928  3.07347  -0.07
O  1.08862  -2.64455  6.08496  -0.16
C  1.91715  -2.41504  7.22769  -0.25
C  1.42093  -3.25089  8.40195  -0.07
H  -3.05734  -0.52182  6.06835  0.08
H  -3.36592  -0.78239  7.75191  0.08
H  -2.63665  0.68685  7.32730  0.08
H  -1.14127  -0.83967  8.44979  0.12
H  -1.35134  -2.10599  7.19101  0.12
H  1.09554  1.49601  5.00501  0.12
H  2.40142  1.12567  4.01129  0.12
H  -0.57573  0.66228  3.21452  0.08
H  0.65554  1.51320  2.31967  0.06
H  0.90709  -0.12530  2.53264  0.06
H  2.89559  -2.81924  6.96422  0.13
H  1.97510  -1.36310  7.50118  0.12
H  1.13362  -4.25975  8.08760  0.08
H  2.22506  -3.57130  9.07177  0.08
H  0.61672  -2.79037  8.97118  0.07